1.
A molecular structure, C3H6N2S, computed with ωB97M-V/def2-TZVPD.

Summary:
- E_LUMO (eV) = -0.84
- strongest force on any atom (eV Å⁻¹) = 5.67
- energy relative to the best compared isomer or geometry (same formula, charge and spin) (kJ/mol) = 887.97
- E (eV) = -17014.8378

```
12
Properties=species:S:1:pos:R:3:forces:R:3
C -0.260218 -0.485011 -0.338291 -0.506 1.030 0.289
C -0.865460 0.881314 0.114863 2.826 2.193 2.098
C 1.193035 0.170041 0.037669 -0.421 -1.067 -1.235
H -0.143325 -1.932225 1.754975 -1.597 0.346 -4.338
H -0.546826 -2.711953 -0.894432 -0.693 2.821 4.209
H -0.403382 -0.336571 -1.498918 0.647 -1.166 2.085
H -1.417018 1.466365 -0.590627 -0.594 0.004 -0.461
H -1.117832 1.186014 1.174962 -0.730 -1.427 -1.174
H 1.133530 2.530355 -0.262715 -1.918 -4.889 2.124
N -0.919433 -1.696325 0.245814 3.276 -1.840 -1.190
N 0.632590 1.392773 0.204440 0.841 3.394 -2.495
S 2.714334 -0.464782 0.052260 -1.132 0.602 0.088
```
Forces are in eV/Å.

=====

2.
A single C5H5NO molecule, computed with ωB97M-V/def2-TZVPD.

Summary:
- E_LUMO (eV) = 0.78
- strongest force on any atom (eV Å⁻¹) = 1.16
- energy relative to the best compared isomer or geometry (same formula, charge and spin) (kJ/mol) = 307.59
- E (eV) = -8800.2311

```
12
Properties=species:S:1:pos:R:3:forces:R:3
N 2.337871 -2.057110 -0.813471 -0.822 0.759 0.296
C 1.472086 -1.346367 -0.525627 0.700 -0.581 -0.233
C 0.368250 -0.466903 -0.166733 0.353 -0.164 -0.089
C -0.186506 0.766468 -0.909683 0.056 0.116 -0.172
C -1.149064 0.356330 0.221338 -0.398 0.292 0.120
C 0.048001 0.208507 1.182835 0.089 0.024 0.181
O -0.974738 -1.052781 -0.172913 -0.057 -0.163 -0.041
H 0.350896 1.713038 -0.806069 -0.047 -0.194 -0.001
H -0.534969 0.566294 -1.923610 0.020 0.017 0.152
H -2.165825 0.695483 0.418959 0.198 -0.038 -0.005
H 0.608408 1.109501 1.447058 -0.075 -0.165 -0.075
H -0.092655 -0.483242 2.014599 -0.017 0.099 -0.133
```
Forces are in eV/Å.

=====

3.
2 unconnected molecules or ions with the total composition C11H15N, computed with ωB97M-V/def2-TZVPD.

Summary:
- E_LUMO (alpha / beta) (eV) = 3.21 / 3.17
- strongest force on any atom (eV Å⁻¹) = 3.06
- energy relative to the best compared isomer or geometry (same formula, charge and spin) (kJ/mol) = 106.01
- total charge = -1
- multiplicity = 2
- E (eV) = -13138.4656

```
27
Properties=species:S:1:pos:R:3:forces:R:3
C 3.150445 -1.393284 3.097889 1.240 0.318 -1.017
C 4.375162 -1.384723 2.120759 -1.987 -0.565 -1.528
H 2.790260 -0.401334 3.357806 0.391 0.122 0.336
H 2.312860 -1.807418 2.540566 0.003 -0.572 0.412
H 3.491346 -1.978832 3.938436 -0.740 -0.034 0.605
H 4.837670 -2.367861 2.061784 0.633 0.103 0.768
H 5.059135 -0.545424 2.094110 0.164 -0.060 0.492
H 3.898657 -1.434725 1.128741 0.276 0.694 -0.086
C 0.018666 -1.618936 -1.119139 -0.782 -0.463 0.006
C -2.262198 1.153399 -1.752413 -1.351 1.571 -0.304
C -1.488234 0.465059 -0.858462 1.559 -0.207 -0.627
C -0.656807 -0.383447 -1.674293 -0.715 -1.269 0.374
C -1.000568 -0.211471 -3.007473 0.697 0.458 0.482
C -3.115223 2.515834 0.013890 0.952 0.224 2.640
C -3.145330 2.194531 -1.343547 0.075 -0.527 -0.883
C -2.190981 1.948498 0.956496 -1.195 0.365 -2.790
C -1.363969 0.910610 0.495014 0.360 -0.292 1.099
N -1.987614 0.781795 -3.052942 -0.369 -0.458 0.786
H -3.722827 3.310020 0.443952 -0.168 0.042 -0.393
H -3.905343 2.576032 -2.018084 0.059 0.068 0.054
H -2.086840 2.474978 1.885735 0.079 -0.272 0.544
H -0.563887 0.501302 1.108913 -0.137 -0.014 0.026
H -2.172424 1.482261 -3.741526 0.219 -0.242 -0.525
H -0.632664 -0.768960 -3.851173 -0.223 0.071 -0.211
H -0.626004 -2.094089 -0.369437 -0.121 0.478 0.326
H 0.971061 -1.479764 -0.610196 0.317 0.045 -0.311
H 0.015662 -2.444044 -1.845410 0.764 0.415 -0.274
```
Forces are in eV/Å.

=====

4.
A single C3H7IN2 molecule, computed with ωB97M-V/def2-TZVPD.

Summary:
- E_LUMO (eV) = 0.42
- strongest force on any atom (eV Å⁻¹) = 4.47
- energy relative to the best compared isomer or geometry (same formula, charge and spin) (kJ/mol) = 273.16
- SMILES = C=C(I)N(C)N
- E (eV) = -14302.4987

```
13
Properties=species:S:1:pos:R:3:forces:R:3
C 0.896418 1.794270 0.002381 -0.061 3.511 -0.796
C 1.215961 0.518612 -0.075198 0.424 -0.369 0.918
I 3.303929 -0.035681 0.006318 -0.534 0.425 0.110
N 0.322548 -0.510679 0.033687 1.342 0.351 -1.449
C -1.079857 -0.168666 0.078038 -0.302 -1.661 -4.138
N 0.833824 -1.830493 -0.087700 -2.764 0.481 0.380
H 1.677875 2.576781 0.212373 -0.819 -1.106 -0.502
H -0.092262 2.261068 -0.319393 1.217 -1.142 0.793
H -1.542887 -1.015067 0.449563 -1.153 -1.797 0.743
H -1.325890 0.608028 0.695571 0.054 2.175 1.665
H -1.639713 0.035133 -0.958249 1.546 -0.257 1.739
H 1.171207 -1.959424 0.833271 1.088 -1.152 0.346
H 1.441982 -2.052611 -0.864220 -0.037 0.540 0.191
```
Forces are in eV/Å.

=====

5.
A molecular structure, C5H12N2O3, computed with ωB97M-V/def2-TZVPD.

Summary:
- E_LUMO (eV) = 0.48
- strongest force on any atom (eV Å⁻¹) = 4.57
- energy relative to the best compared isomer or geometry (same formula, charge and spin) (kJ/mol) = 441.31
- E (eV) = -14498.9318

```
22
Properties=species:S:1:pos:R:3:forces:R:3
C 3.711629 -4.283493 7.322753 -0.445 -0.026 0.181
C 4.319529 -3.391357 6.253055 -0.117 -0.163 -0.522
N 3.739592 -2.045652 6.165663 0.658 2.086 2.599
C 5.226997 -0.497446 6.039289 0.493 2.182 0.173
O 5.350452 0.392028 5.223738 -1.645 -2.385 2.154
C 2.602006 -1.877535 5.360170 -2.840 -2.394 1.414
O 1.841849 -2.842311 5.240940 0.495 0.141 -0.897
N 2.146546 -0.664373 5.005606 1.458 1.384 0.130
C 0.812264 -0.442257 4.493530 -0.331 -0.218 -0.288
H 3.891767 -3.862171 8.321941 0.104 -0.172 -0.174
H 2.623524 -4.376917 7.205751 0.334 0.072 -0.153
H 4.141253 -5.292277 7.261702 -0.006 0.286 0.135
H 5.397057 -3.298816 6.439883 -0.100 0.245 0.105
H 4.245909 -3.864897 5.267340 -0.185 0.078 0.144
H 6.043216 -1.228271 6.195567 -0.862 0.021 0.660
H 2.768277 0.132727 5.023422 0.084 -0.188 -0.064
H 0.704054 0.621044 4.254874 0.078 -0.233 0.142
H 0.638254 -1.015446 3.571757 0.005 0.081 0.342
H 0.058062 -0.726135 5.240914 0.200 0.016 -0.263
H 3.546370 -1.526575 7.424366 1.485 -1.597 -4.013
O 4.374168 -0.146745 7.595956 0.182 -0.454 -2.066
H 3.450188 -0.116798 7.244996 0.954 1.236 0.262
```
Forces are in eV/Å.

=====

6.
A single C4H11NO2 molecule, computed with ωB97M-V/def2-TZVPD.

Summary:
- E_LUMO (eV) = 0.91
- strongest force on any atom (eV Å⁻¹) = 2.72
- energy relative to the best compared isomer or geometry (same formula, charge and spin) (kJ/mol) = 209.56
- SMILES = OCCCNCO
- E (eV) = -9910.0699

```
18
Properties=species:S:1:pos:R:3:forces:R:3
O -0.900373 -0.413345 -2.837089 -0.146 0.207 0.117
C -1.100941 -0.319737 -1.427925 -0.918 0.112 -0.490
C -0.143974 -1.238298 -0.683106 0.289 0.678 -1.230
C -0.162618 -0.846481 0.791075 1.861 -0.505 -0.317
N 0.961069 0.083673 1.036795 0.170 0.433 0.819
C 0.810955 1.331884 1.774746 -0.606 0.124 -2.653
O 0.500395 2.358626 0.737355 -0.185 -0.618 0.697
H -0.121507 0.115266 -3.038060 -0.023 -0.070 -0.124
H -2.122987 -0.670838 -1.225818 0.099 -0.011 -0.252
H -1.160873 0.763025 -1.120494 0.717 -0.934 0.066
H -0.333275 -2.270532 -0.934860 -1.164 -0.526 0.528
H 0.802718 -1.232880 -1.262139 0.292 0.914 1.101
H -1.127137 -0.395257 0.999665 0.011 0.121 0.377
H 0.000326 -1.754235 1.376742 -0.431 0.109 0.337
H 1.827980 -0.415587 1.176040 -0.093 0.220 0.080
H -0.001835 1.271733 2.492619 -0.334 0.239 -0.050
H 1.689095 1.735047 2.267841 0.395 -0.682 0.057
H 0.582981 1.897939 -0.123395 0.066 0.190 0.937
```
Forces are in eV/Å.

=====

- Which formula does entry 4 have?
  C3H7IN2